Record 1
Density functional theory data (ωB97M-V/def2-TZVPD) for a structure of composition C5H9NO.

Geometry (Å):
C1 -0.779 -1.808 0.053
C2 -2.437 0.119 -0.090
C3 0.319 0.469 1.344
C4 0.724 1.268 -1.109
C5 0.232 0.122 -0.168
N1 -0.115 -0.966 -0.750
O1 -2.444 -1.022 0.227
H1 -1.247 -2.737 -0.363
H2 -0.773 -1.886 1.157
H3 -3.141 0.919 0.312
H4 1.096 -0.108 1.857
H5 -0.727 0.477 1.689
H6 0.819 1.490 1.489
H7 1.336 1.951 -0.614
H8 1.167 0.928 -2.150
H9 -0.243 1.736 -1.491

The total energy is -8863.0890 eV. The value obtained for the LUMO energy is 0.011 Ha. The calculation puts the molecular weight at 99.1 g mol⁻¹. The relative energy (zero: lowest compared OMol25 entry of this formula, charge and spin) comes out at 141.2 kcal/mol.

Atom charges from the natural (NBO) analysis, given in e for atoms 1 to 4:
1 C 0.0169
2 C 0.1320
3 C -0.7307
4 C -0.6813

---

Record 2
Density functional theory data (ωB97M-V/def2-TZVPD) for a structure of composition C12H13BaN5O3.

Geometry (Å):
Ba1 0.068 0.420 1.569
O1 -1.410 -1.939 0.193
C1 -1.338 -2.877 -0.608
O2 0.585 -0.753 -1.464
C2 0.464 -1.841 -1.995
O3 1.165 -2.173 -3.095
N1 -0.373 -2.916 -1.624
C3 0.797 -3.523 -3.523
C4 -0.312 -3.989 -2.630
H1 1.696 -4.134 -3.412
H2 0.497 -3.434 -4.569
H3 -0.082 -4.948 -2.166
H4 -1.251 -4.076 -3.187
C5 -2.270 -3.994 -0.507
C6 -3.395 -3.814 0.217
H5 -2.027 -4.925 -1.023
H6 -3.631 -2.859 0.692
H7 -4.103 -4.629 0.318
N2 -0.306 4.681 1.815
C7 -1.669 4.714 1.579
C8 -2.016 3.489 1.098
N3 -0.878 2.695 1.063
C9 0.162 3.456 1.486
C10 1.573 3.052 1.618
N4 2.111 1.844 1.314
C11 3.464 1.906 1.613
C12 3.736 3.146 2.122
N5 2.542 3.852 2.113
H8 0.260 5.444 2.166
H9 -2.258 5.585 1.767
H10 -2.960 3.098 0.748
H11 4.100 1.063 1.411
H12 4.646 3.569 2.477
H13 2.411 4.811 2.424

Its total charge is +2. The total energy is -26930.0350 eV. The value obtained for the LUMO energy is -0.228 Ha. The calculation puts the molecular weight at 412.6 g mol⁻¹.

Atom charges from the natural (NBO) analysis, given in e for atoms 1 to 4:
1 Ba 1.9093
2 O -0.6950
3 C 0.6945
4 O -0.6516

---

Record 3
Density functional theory data (ωB97M-V/def2-TZVPD) for a cluster of 3 separate species, C3H8O3 in total.

Geometry (Å):
C1 -1.383 1.014 0.133
C2 1.235 -1.413 0.366
C3 -0.875 0.104 1.164
O1 -0.003 0.800 -0.009
O2 0.700 0.650 -2.223
O3 0.965 -1.541 -0.830
H1 1.094 1.387 -1.738
H2 0.871 -0.350 -1.711
H3 -1.977 0.581 -0.666
H4 -1.650 2.029 0.420
H5 0.892 -2.144 1.103
H6 1.983 -0.692 0.706
H7 -1.237 -0.919 1.146
H8 -0.614 0.494 2.139

The total energy is -9379.0235 eV. The value obtained for the LUMO energy is 0.006 Ha. The calculation puts the molecular weight at 92.1 g mol⁻¹. The structure (SMILES) is C1CO1.C=O.O. The relative energy (zero: lowest compared OMol25 entry of this formula, charge and spin) comes out at 110.2 kcal/mol.

Atom charges from the natural (NBO) analysis, given in e for atoms 1 to 4:
1 C -0.0892
2 C 0.3170
3 C -0.1876
4 O -0.4986

---

Q: Number 3 is which compound?
A: C3H8O3

---

Q: The highest molecular weight belongs to which entry?
A: C12H13BaN5O3

---

Q: Among the records above, which one has the lowest molecular weight?
A: C3H8O3